Record 1
Computed, not measured: a cluster of 2 separate species, C6H12O in total in a non-equilibrium geometry, with the ωB97M-V functional and the def2-TZVPD basis.

Computed properties:
- SMILES string = C=CC/C=C/C.O
- orbital gap (eV) = 10.0
- energy above the lowest of the compared OMol25 structures with the same formula, charge and spin (kcal/mol) = 62.47
- F_max (hartree/bohr) = 0.1025
- E_tot (eV) = -8461.64516

Atoms and positions in Å:
C 0.115371 -3.511565 2.030974
C 0.590065 -2.453950 1.366316
C 0.345616 -2.158649 -0.051867
C -0.307603 -0.829691 -0.341551
C -1.219930 -0.670492 -1.292849
C -1.923429 0.579185 -1.610807
H 0.488559 -3.909372 2.927943
H -0.858516 -3.952799 1.683425
H 1.305808 -1.706422 1.791800
H -0.373348 -2.906953 -0.572943
H 1.320242 -2.111040 -0.620140
H 0.137521 -0.027731 0.199620
H -1.543998 -1.540700 -1.838418
H -3.043318 0.389262 -1.493052
H -1.889659 0.683892 -2.620668
H -1.621452 1.428067 -1.034414
O 1.956678 6.842681 0.162744
H 2.784372 6.225834 0.415943
H 2.039845 6.957482 -0.742345

Cartesian forces (eV/Å) of the 6 atoms listed first:
-1.7 0.7 -1.5
1.0 0.1 0.9
-1.7 -0.3 -2.6
0.2 -0.7 -0.5
0.4 -0.1 1.3
-2.4 -1.3 1.9

***

Record 2
Computed, not measured: the molecule C6H12O, with the ωB97M-V functional and the def2-TZVPD basis.

Computed properties:
- SMILES string = CCO[C@H]1C[C@H]1C
- orbital gap (eV) = 10.4
- energy above the lowest of the compared OMol25 structures with the same formula, charge and spin (kcal/mol) = 37.29
- F_max (hartree/bohr) = 0.0046
- E_tot (eV) = -8462.73667

Atoms and positions in Å:
C 2.783306 0.652016 0.445685
C 1.736674 -0.149162 -0.311601
O 0.620978 -0.143170 0.553123
C -0.463331 -0.981619 0.324595
C -1.625557 -0.568293 1.161480
C -1.737076 -0.498562 -0.339932
C -1.911125 0.821402 -1.053404
H 3.035490 0.131863 1.375353
H 2.352908 1.621349 0.716740
H 3.697449 0.816825 -0.130865
H 2.091854 -1.173524 -0.512708
H 1.489969 0.315509 -1.278458
H -0.219518 -2.041203 0.207306
H -1.430585 0.382043 1.654752
H -2.202549 -1.278340 1.743781
H -2.319192 -1.311838 -0.772828
H -1.878005 0.688816 -2.140713
H -2.884869 1.261314 -0.805453
H -1.134497 1.539110 -0.771069

Cartesian forces (eV/Å) of the 6 atoms listed first:
0.0 0.0 0.0
0.2 0.0 -0.1
-0.1 0.1 0.0
-0.1 -0.2 0.0
-0.1 0.0 0.2
-0.1 0.0 -0.1

***

Record 3
Computed, not measured: a cluster of 2 separate species, C6H12O in total in a non-equilibrium geometry, with the ωB97M-V functional and the def2-TZVPD basis.

Computed properties:
- SMILES string = C=CC=C(C)C.O
- orbital gap (eV) = 9.0
- energy above the lowest of the compared OMol25 structures with the same formula, charge and spin (kcal/mol) = 50.62
- F_max (hartree/bohr) = 0.0661
- E_tot (eV) = -8462.15896

Atoms and positions in Å:
C 0.919679 -2.638543 -1.347517
C 0.700749 -1.333026 -0.939051
C -0.034129 -0.825590 0.231775
C 0.023990 0.477665 0.631556
C 0.859783 1.526656 -0.129538
C -0.184303 0.795898 2.083193
H 0.377572 -3.418319 -0.773211
H 1.414686 -2.788681 -2.306603
H 1.052223 -0.537955 -1.745581
H -0.319654 -1.687697 0.933196
H 0.580707 1.565025 -1.167318
H 1.914187 1.229698 -0.175748
H 0.797002 2.496899 0.268448
H -0.817398 1.738808 2.089151
H 0.749803 1.156418 2.572034
H -0.522302 -0.016812 2.732958
O -2.655196 1.098557 -0.969744
H -1.784816 0.861785 -0.669347
H -3.072583 0.299214 -1.318654

Cartesian forces (eV/Å) of the 6 atoms listed first:
-1.6 2.5 1.4
0.4 -0.1 -3.4
1.0 -0.8 0.6
2.1 -1.7 0.6
-0.3 -1.9 -0.6
-0.5 2.1 0.2